{
  "formula": "C32H35F5N5O7SSeV",
  "method": "wB97M-V/def2-TZVPD",
  "elements": ["V", "C", "C", "O", "C", "C", "C", "C", "C", "C", "O", "H", "H", "H", "H", "H", "H", "H", "O", "C", "O", "C", "C", "C", "C", "C", "C", "N", "O", "O", "H", "H", "H", "H", "C", "N", "C", "C", "C", "N", "C", "C", "O", "H", "H", "H", "H", "H", "H", "H", "H", "H", "H", "H", "H", "C", "N", "C", "C", "S", "N", "C", "C", "H", "H", "H", "H", "H", "H", "H", "H", "H", "H", "H", "H", "F", "C", "C", "F", "C", "F", "C", "Se", "C", "F", "C", "F"],
  "coordinates": [[0.232, 0.986, 2.053], [4.157, -0.021, 1.398], [2.893, 0.756, 1.195], [1.818, 0.212, 1.548], [2.899, 2.039, 0.529], [4.001, 2.569, -0.164], [3.880, 3.735, -0.885], [2.667, 4.425, -0.931], [1.573, 3.958, -0.237], [1.670, 2.768, 0.499], [0.676, 2.290, 1.179], [3.937, -0.922, 1.970], [4.907, 0.565, 1.923], [4.573, -0.300, 0.432], [4.946, 2.051, -0.141], [4.731, 4.113, -1.426], [2.591, 5.331, -1.511], [0.630, 4.484, -0.224], [-1.997, 3.505, 1.994], [-2.030, 2.368, 1.598], [-1.382, 1.402, 2.178], [-2.818, 1.950, 0.383], [-3.829, 2.770, -0.118], [-4.502, 2.419, -1.280], [-4.162, 1.264, -1.963], [-3.178, 0.436, -1.430], [-2.513, 0.757, -0.256], [-2.770, -0.734, -2.147], [-2.132, -1.582, -1.544], [-3.008, -0.782, -3.336], [-4.070, 3.678, 0.412], [-5.284, 3.058, -1.654], [-4.633, 0.987, -2.894], [-1.746, 0.092, 0.134], [-2.400, -1.394, 2.919], [-1.834, -0.981, 4.188], [-2.723, -1.000, 5.341], [-1.912, -1.293, 6.590], [-0.838, -0.229, 6.716], [-0.114, -0.077, 5.463], [1.142, 0.637, 5.577], [-0.616, -0.429, 4.276], [0.083, -0.268, 3.218], [-2.891, -2.359, 3.051], [-1.611, -1.493, 2.169], [-3.143, -0.666, 2.574], [-3.476, -1.772, 5.180], [-3.231, -0.033, 5.426], [-1.454, -2.278, 6.502], [-2.551, -1.289, 7.470], [-0.118, -0.510, 7.487], [-1.276, 0.734, 6.996], [1.800, 0.105, 6.265], [0.960, 1.644, 5.964], [1.636, 0.709, 4.605], [-0.407, 2.338, -2.991], [-0.570, 1.154, -3.805], [-1.548, 1.312, -4.868], [-0.002, -0.004, -3.517], [0.851, -0.047, -1.883], [0.118, -0.972, -4.403], [0.280, -0.724, -5.827], [0.221, -2.367, -4.056], [-0.579, 3.204, -3.625], [0.595, 2.401, -2.577], [-1.131, 2.353, -2.173], [-2.368, 1.910, -4.471], [-1.958, 0.354, -5.175], [-1.122, 1.836, -5.724], [0.616, 0.291, -6.013], [-0.632, -0.928, -6.389], [1.055, -1.402, -6.190], [-0.167, -2.547, -3.058], [1.254, -2.717, -4.129], [-0.390, -2.935, -4.760], [3.709, -6.450, -2.575], [3.054, -5.397, -2.119], [1.881, -5.564, -1.377], [1.415, -6.777, -1.127], [1.202, -4.442, -0.923], [0.083, -4.560, -0.203], [1.640, -3.149, -1.199], [0.462, -1.739, -0.588], [2.823, -3.004, -1.908], [3.286, -1.773, -2.174], [3.530, -4.110, -2.372], [4.645, -3.928, -3.070]],
  "homo_energy_ev": [-13.2, -13.4],
  "orbital_gap_ev": [7.51, 7.66],
  "charge": 2,
  "e_tot_ha": -6283.21167,
  "mol_weight_g_mol": 858.62
}

=====

{
  "formula": "C4H7NO2",
  "method": "wB97M-V/def2-TZVPD",
  "elements": ["C", "C", "C", "O", "C", "N", "O", "H", "H", "H", "H", "H", "H", "H"],
  "coordinates": [[-1.049, -1.110, 0.566], [-0.334, 0.072, -0.162], [-1.161, 1.325, 0.178], [-2.271, 1.200, 0.642], [1.219, 0.505, -0.082], [2.109, -0.243, -0.812], [1.590, 1.549, 0.432], [-1.044, -1.043, 1.662], [-2.140, -1.127, 0.347], [-0.685, -2.090, 0.250], [-0.452, -0.136, -1.249], [-0.729, 2.336, 0.032], [1.848, -1.154, -1.153], [3.100, -0.083, -0.650]],
  "homo_energy_ev": -9.8,
  "orbital_gap_ev": 10.44,
  "e_tot_ha": -361.84441,
  "mol_weight_g_mol": 101.10,
  "e_above_lowest_kcal_mol": 22.9
}

=====

{
  "formula": "C6H11P",
  "method": "wB97M-V/def2-TZVPD",
  "elements": ["C", "C", "C", "C", "C", "P", "C", "H", "H", "H", "H", "H", "H", "H", "H", "H", "H", "H"],
  "coordinates": [[1.572, 0.710, -2.317], [0.597, 0.739, -1.155], [0.101, -0.645, -0.608], [-0.072, -0.466, 0.932], [-1.374, -1.078, 1.686], [-0.915, -0.404, 3.284], [-1.110, 0.372, 1.568], [1.421, 1.611, -2.993], [1.390, -0.212, -2.857], [2.613, 0.733, -1.967], [-0.269, 1.375, -1.317], [0.888, 1.165, -0.170], [0.950, -1.460, -0.798], [-0.816, -0.936, -0.984], [0.942, -0.523, 1.415], [-1.983, -1.862, 1.292], [-2.388, -0.428, 3.716], [-1.547, 1.309, 1.273]],
  "homo_energy_ev": -8.9,
  "orbital_gap_ev": 10.08,
  "e_tot_ha": -576.43714,
  "mol_weight_g_mol": 114.13,
  "e_above_lowest_kcal_mol": 50.5
}

=====

{
  "formula": "C4H23N2O7S",
  "method": "wB97M-V/def2-TZVPD",
  "elements": ["N", "C", "C", "S", "C", "N", "C", "O", "H", "H", "H", "H", "H", "H", "H", "H", "H", "H", "H", "H", "H", "O", "H", "H", "O", "H", "H", "O", "H", "H", "O", "H", "H", "O", "H", "H", "O"],
  "coordinates": [[0.840, -1.864, -0.302], [-0.461, -1.135, -0.309], [-0.779, -0.620, -1.739], [-0.753, -1.910, -2.978], [-0.317, 0.097, 0.594], [-1.416, 0.653, 1.062], [-2.779, 0.198, 0.789], [0.830, 0.482, 0.831], [0.677, -2.842, -0.559], [1.236, -1.886, 0.644], [1.514, -1.439, -0.988], [-1.205, -1.808, 0.102], [-0.073, 0.158, -2.020], [-1.772, -0.161, -1.747], [0.407, -1.547, -3.585], [-1.340, 1.508, 1.615], [-2.895, -0.867, 1.007], [-3.095, 0.391, -0.237], [-3.471, 0.746, 1.426], [1.020, 2.371, -1.865], [1.810, 1.894, -0.630], [1.858, 1.926, -1.596], [-0.697, 3.876, -1.645], [-0.727, 3.352, -3.075], [-0.623, 3.063, -2.161], [3.024, -0.729, -2.532], [1.998, 0.380, -2.068], [2.111, -0.595, -2.255], [2.295, -1.413, 3.740], [1.600, -0.475, 2.713], [1.682, -1.395, 2.991], [0.643, 2.448, 2.110], [-0.064, 3.178, 3.268], [-0.206, 2.825, 2.384], [-0.768, -3.583, 2.462], [0.270, -2.429, 2.579], [-0.374, -2.850, 1.977]],
  "homo_energy_ev": [-16.9, -16.8],
  "orbital_gap_ev": [10.20, 4.69],
  "multiplicity": 2,
  "charge": 2,
  "e_tot_ha": -1199.98466,
  "mol_weight_g_mol": 243.30,
  "s2": 0.753
}

=====

{
  "formula": "C15H28F5N4O3TeV",
  "method": "wB97M-V/def2-TZVPD",
  "elements": ["V", "C", "C", "N", "C", "C", "C", "C", "C", "C", "C", "N", "C", "C", "N", "N", "H", "H", "H", "H", "H", "H", "H", "H", "H", "H", "H", "H", "H", "H", "H", "H", "H", "H", "C", "O", "C", "C", "O", "C", "H", "H", "H", "H", "H", "H", "H", "H", "H", "H", "F", "Te", "F", "F", "F", "F", "O"],
  "coordinates": [[-0.162, -0.575, -0.310], [-2.713, -1.540, 0.964], [-1.678, -1.513, 2.067], [-0.674, -0.458, 1.772], [-1.049, 0.912, 2.192], [-1.639, 1.665, 1.044], [-2.459, 2.768, 1.192], [-2.908, 3.418, 0.052], [-2.539, 2.942, -1.199], [-1.729, 1.827, -1.267], [-1.239, 1.219, -2.557], [-0.868, -0.202, -2.350], [-1.957, -1.164, -2.687], [-2.865, -1.331, -1.490], [-2.011, -1.674, -0.334], [-1.289, 1.208, -0.162], [-3.426, -2.352, 1.113], [-3.277, -0.606, 0.941], [-2.139, -1.343, 3.041], [-1.142, -2.461, 2.102], [0.176, -0.708, 2.263], [-1.723, 0.892, 3.050], [-0.140, 1.439, 2.483], [-2.749, 3.102, 2.179], [-3.557, 4.280, 0.136], [-2.884, 3.421, -2.105], [-1.974, 1.320, -3.357], [-0.347, 1.759, -2.881], [-0.093, -0.415, -2.970], [-2.511, -0.823, -3.563], [-1.482, -2.115, -2.938], [-3.386, -0.400, -1.260], [-3.621, -2.097, -1.671], [-1.707, -2.643, -0.434], [2.439, 0.212, 1.368], [1.609, 0.470, 0.218], [2.071, 1.598, -0.568], [2.160, 2.904, 0.189], [0.916, 3.193, 0.784], [0.955, 4.452, 1.459], [3.488, 0.313, 1.094], [2.266, -0.811, 1.681], [2.203, 0.914, 2.168], [1.357, 1.694, -1.384], [3.044, 1.340, -0.988], [2.444, 3.696, -0.514], [2.948, 2.859, 0.953], [1.147, 5.265, 0.755], [1.731, 4.459, 2.228], [-0.015, 4.606, 1.925], [1.501, -1.258, -1.864], [1.831, -2.956, -0.972], [3.356, -2.217, -0.234], [2.095, -4.558, -0.145], [2.801, -3.455, -2.434], [0.362, -3.609, -1.901], [0.715, -2.247, 0.291]],
  "homo_energy_ev": [-15.9, -15.9],
  "orbital_gap_ev": [9.05, 9.32],
  "multiplicity": 3,
  "charge": 2,
  "e_tot_ha": -2744.06402,
  "mol_weight_g_mol": 585.95,
  "e_above_lowest_kcal_mol": 11.4,
  "s2": 2.011
}

=====

{
  "formula": "C6H10O",
  "method": "wB97M-V/def2-TZVPD",
  "elements": ["C", "C", "C", "O", "C", "C", "C", "H", "H", "H", "H", "H", "H", "H", "H", "H", "H"],
  "coordinates": [[-0.463, -0.975, -1.705], [-0.159, -0.005, -0.469], [-0.910, -0.697, 0.686], [-0.490, -0.010, 1.844], [0.556, 0.788, 1.330], [-0.082, 1.632, 0.235], [1.257, 0.052, 0.168], [-0.429, -2.019, -1.322], [0.258, -0.971, -2.526], [-1.465, -0.927, -2.160], [-0.563, -1.740, 0.767], [-2.004, -0.719, 0.595], [1.128, 1.174, 2.175], [0.673, 2.397, -0.034], [-1.004, 2.163, 0.435], [1.742, -0.906, 0.283], [1.957, 0.761, -0.300]],
  "homo_energy_ev": -9.2,
  "orbital_gap_ev": 10.22,
  "e_tot_ha": -309.74858,
  "mol_weight_g_mol": 98.14,
  "e_above_lowest_kcal_mol": 58.9
}